The following is a DFT calculation (ωB97M-V/def2-TZVPD) of a cluster of 6 separate species, C46H99N7O6 in total in a non-equilibrium geometry.

Geometry as XYZ:
```
158
C46H99N7O6 (ωB97M-V/def2-TZVPD)
C 5.100 -0.583 -0.306
C 4.002 -0.218 -1.139
C 3.173 0.747 -0.336
C 4.608 0.444 -2.383
C 5.145 -0.484 -3.467
C 4.106 -1.603 -3.715
C 3.586 -2.393 -2.511
C 2.352 -3.158 -3.080
C 4.665 -3.375 -1.984
N 3.170 -1.421 -1.498
O 2.400 -2.002 -0.403
H 5.537 0.345 0.062
H 4.924 -1.309 0.488
H 5.881 -1.051 -0.906
H 2.800 0.386 0.623
H 3.863 1.523 -0.005
H 2.371 1.214 -0.907
H 3.823 1.022 -2.870
H 5.405 1.103 -2.038
H 5.211 0.167 -4.340
H 6.067 -0.934 -3.100
H 4.261 -2.193 -4.618
H 3.248 -1.085 -4.143
H 1.538 -2.471 -3.310
H 1.976 -3.936 -2.416
H 2.584 -3.654 -4.022
H 5.670 -3.043 -2.246
H 4.701 -4.437 -2.224
H 4.544 -3.437 -0.902
H 1.511 -1.786 -0.694
C 0.914 3.355 -0.022
C 0.505 3.851 1.347
C 1.464 3.418 2.519
C 0.588 5.390 1.378
C -0.611 6.173 0.728
C -1.972 5.668 1.237
C -2.135 4.127 1.106
C -3.387 3.729 2.002
C -2.367 3.804 -0.401
N -0.934 3.441 1.637
O -1.065 2.076 1.794
H 0.415 3.952 -0.785
H 1.984 3.490 -0.187
H 0.650 2.305 -0.143
H 1.022 3.799 3.439
H 1.627 2.349 2.659
H 2.450 3.837 2.317
H 0.691 5.720 2.412
H 1.481 5.797 0.905
H -0.503 7.197 1.084
H -0.390 6.192 -0.340
H -2.770 6.254 0.780
H -1.923 5.843 2.312
H -3.152 4.046 3.018
H -3.577 2.677 1.789
H -4.346 4.157 1.709
H -3.430 3.966 -0.580
H -2.143 2.787 -0.724
H -1.893 4.531 -1.060
H -1.235 1.974 2.734
C -2.107 2.412 7.449
C -0.910 2.436 6.564
C -0.894 3.856 6.034
C 0.306 2.325 7.586
C 0.518 0.886 8.065
C 0.818 0.043 6.837
C -0.286 0.100 5.768
C 0.228 -0.477 4.421
C -1.425 -0.780 6.193
N -0.768 1.468 5.421
O -1.868 1.572 4.523
H -2.193 1.574 8.139
H -2.182 3.316 8.054
H -3.071 2.379 6.942
H 0.082 3.883 5.551
H -1.746 4.028 5.377
H -0.965 4.669 6.757
H 1.209 2.648 7.069
H 0.162 3.014 8.418
H 1.444 0.860 8.639
H -0.314 0.473 8.636
H 0.884 -0.931 7.322
H 1.800 0.217 6.398
H 1.095 0.128 4.155
H -0.423 -0.384 3.551
H 0.641 -1.485 4.462
H -1.887 -0.509 7.142
H -1.024 -1.793 6.196
H -2.152 -0.861 5.384
H -2.636 1.265 5.010
C 1.384 1.642 -6.582
C 0.360 0.567 -6.712
C 0.992 -0.807 -7.051
C -0.267 0.514 -5.244
C -1.656 -0.069 -5.254
C -2.543 0.418 -6.428
C -1.960 0.480 -7.846
C -2.106 -0.870 -8.604
C -2.922 1.384 -8.674
N -0.619 1.021 -7.725
O -0.060 1.328 -8.975
H 0.965 2.636 -6.422
H 2.038 1.728 -7.449
H 1.956 1.306 -5.717
H 0.253 -1.588 -7.230
H 1.601 -1.213 -6.243
H 1.651 -0.734 -7.917
H 0.311 -0.166 -4.618
H -0.401 1.501 -4.801
H -2.201 0.285 -4.379
H -1.594 -1.156 -5.306
H -3.034 1.365 -6.203
H -3.372 -0.288 -6.481
H -2.910 -1.551 -8.327
H -2.257 -0.819 -9.683
H -1.230 -1.515 -8.545
H -2.684 1.469 -9.735
H -3.947 1.015 -8.640
H -2.839 2.418 -8.340
H -0.517 2.163 -9.105
C 1.127 -3.582 2.014
C -0.276 -4.371 2.067
C 0.127 -5.845 2.066
C -0.913 -3.946 3.400
C -2.342 -4.500 3.593
C -3.129 -4.057 2.374
C -2.534 -4.471 0.953
C -2.607 -6.030 0.783
C -3.348 -3.769 -0.119
N -1.130 -4.001 0.948
O -0.538 -4.191 -0.225
H 1.625 -4.019 1.149
H 0.971 -2.505 1.948
H 1.802 -3.655 2.867
H 0.162 -6.446 1.158
H 1.132 -5.924 2.480
H -0.404 -6.396 2.843
H -0.289 -4.287 4.227
H -0.951 -2.862 3.301
H -2.214 -5.574 3.732
H -2.818 -4.074 4.476
H -3.382 -2.997 2.335
H -4.091 -4.563 2.445
H -2.144 -6.478 -0.097
H -3.636 -6.301 0.545
H -2.273 -6.462 1.726
H -3.377 -2.680 -0.152
H -4.397 -4.022 0.036
H -2.928 -3.972 -1.104
H -0.337 -3.332 -0.604
N -1.146 -0.543 0.303
C -0.602 -0.733 -0.902
N -0.574 0.461 -1.500
O -0.230 -1.771 -1.357
H -1.166 0.376 0.721
H -1.138 -1.405 0.830
H -0.901 1.285 -1.016
H -0.035 0.564 -2.348
```

Net charge: 0
Frontier orbital gap (eV): 8.071
Total energy (Ha): -2646.53247
Multiplicity: 1
SMILES: CC1(C)CCCC(C)(C)N1O.CC1(C)CCCC(C)(C)N1O.CC1(C)CCCC(C)(C)N1O.CC1(C)CCCC(C)(C)N1O.CC1(C)CCCC(C)(C)N1O.NC(N)=O
Lowest unoccupied orbital energy (eV): 0.4
Energy above the lowest of the compared OMol25 structures with the same formula, charge and spin (kcal/mol): 25.95